Entry 1:
Entry from the OMol25 dataset: a 2-piece molecular cluster, FH4N2PS overall in a non-equilibrium geometry (ωB97M-V/def2-TZVPD).

As for the HOMO energy: -0.3361 Ha. Its HOMO-LUMO gap is 7.27 eV. The calculated total energy is -25885.426 eV. As for the largest force on an atom: 4.87 eV/A. Its energy above the lowest of the compared OMol25 structures with the same formula, charge and spin is 365.5 kJ/mol.

Atoms and positions in Å:
N: -1.653 -0.317 0.002
N: 1.661 1.143 -0.095
F: -0.129 1.951 -1.479
P: 0.602 0.539 -1.210
S: 1.217 -0.072 -2.920
H: -2.274 0.036 -0.757
H: -1.361 -1.238 -0.115
H: 1.783 2.071 0.056
H: 2.335 0.486 0.292


Entry 2:
Entry from the OMol25 dataset: a 2-piece molecular cluster, FH5Si2 overall in a non-equilibrium geometry (ωB97M-V/def2-TZVPD).

As for the HOMO energy (alpha / beta): -0.2935 / -0.3356 Ha. Its HOMO-LUMO gap (alpha / beta) is 6.22 / 8.12 eV. The calculated total energy is -18550.436 eV. As for the largest force on an atom: 2.41 eV/A. Its energy above the lowest of the compared OMol25 structures with the same formula, charge and spin is 307.8 kJ/mol.

Atoms and positions in Å:
F: 0.180 0.631 -2.072
Si: 0.933 -0.758 2.218
Si: -1.456 0.706 -1.974
H: 0.613 -1.943 2.962
H: 0.773 0.411 3.206
H: 2.198 -0.814 1.349
H: -1.586 2.058 -2.672
H: -1.656 -0.292 -3.016


Entry 3:
Entry from the OMol25 dataset: FH8O4Zr as an isolated structure in a non-equilibrium geometry (ωB97M-V/def2-TZVPD).

As for the HOMO energy: -0.7918 Ha. Its HOMO-LUMO gap is 4.95 eV. The calculated total energy is -12276.410 eV. As for the largest force on an atom: 15.93 eV/A. The total charge is +3. Its energy above the lowest of the compared OMol25 structures with the same formula, charge and spin is 282.0 kJ/mol.

Atoms and positions in Å:
Zr: -0.272 0.070 1.344
F: -0.027 -0.455 -0.246
O: -0.297 -0.346 -2.494
H: -0.128 -0.394 -1.553
H: -0.165 -1.241 -2.807
O: -1.253 -1.285 1.088
H: -0.984 -2.119 1.472
H: -2.124 -1.455 0.730
O: 1.479 0.513 0.911
H: 2.222 0.572 1.512
H: 1.876 0.357 0.054
O: -0.169 1.689 0.299
H: 0.666 2.028 -0.024
H: -0.824 2.068 -0.286


Entry 4:
Entry from the OMol25 dataset: FHMgNO3PrS2 as an isolated structure in a non-equilibrium geometry (ωB97M-V/def2-TZVPD).

As for the HOMO energy (alpha / beta): -0.4014 / -0.4018 Ha. Its spin multiplicity is 4. Its HOMO-LUMO gap (alpha / beta) is 6.25 / 6.23 eV. The calculated total energy is -51540.255 eV. The expectation value of S² is 3.753. As for the largest force on an atom: 2.61 eV/A. The total charge is +1. Its energy above the lowest of the compared OMol25 structures with the same formula, charge and spin is 202.1 kJ/mol.

Atoms and positions in Å:
Pr: 1.427 4.031 0.212
N: 0.152 0.498 -0.911
S: 0.140 2.062 -1.783
S: 1.305 0.242 0.123
O: -0.949 -2.108 1.105
O: 1.796 1.552 0.727
F: 2.663 -0.045 -0.884
Mg: -1.336 -1.271 -0.597
O: -2.297 -2.634 0.659
H: -2.900 -2.327 1.348


Entry 5:
Entry from the OMol25 dataset: a 2-piece molecular cluster, FHN2O3 overall in a non-equilibrium geometry (ωB97M-V/def2-TZVPD).

As for the HOMO energy (alpha / beta): -0.3883 / -0.3733 Ha. Its HOMO-LUMO gap (alpha / beta) is 10.17 / 8.57 eV. The calculated total energy is -11848.431 eV. As for the largest force on an atom: 3.30 eV/A. Its energy above the lowest of the compared OMol25 structures with the same formula, charge and spin is 223.3 kJ/mol.

Atoms and positions in Å:
N: 0.846 -0.937 -0.577
N: -1.375 0.337 -0.082
O: -2.485 -0.008 -0.146
O: -0.687 1.289 0.299
O: 1.511 0.244 -0.485
F: 0.971 -1.587 0.627
H: 1.219 0.662 0.365


Entry 6:
Entry from the OMol25 dataset: an isolated ion of composition FHNO2S and charge -1 in a non-equilibrium geometry (ωB97M-V/def2-TZVPD).

As for the HOMO energy: -0.1353 Ha. Its HOMO-LUMO gap is 8.00 eV. The calculated total energy is -19153.087 eV. As for the largest force on an atom: 2.05 eV/A. The total charge is -1. Its energy above the lowest of the compared OMol25 structures with the same formula, charge and spin is 203.2 kJ/mol.

Atoms and positions in Å:
N: -0.740 0.625 0.009
O: 0.399 -1.569 -1.028
O: 1.961 0.229 -0.332
F: -0.878 1.382 1.224
S: 0.790 -0.584 0.056
H: -1.533 -0.082 0.071


Which of these has the highest calculated total energy? FHN2O3


The lowest calculated total energy belongs to which entry? FHMgNO3PrS2


The highest calculated total energy belongs to which entry? FHN2O3